Density functional theory data (the ωB97M-V functional and the def2-TZVPD basis) for C2H4N4O2 in the gas phase at a distorted geometry.

Geometry as XYZ:
```
12
Properties=species:S:1:pos:R:3:forces:R:3:lowdin_charge:R:1
C 0.5305 -1.3523 -0.1737 -3.29 -1.06 0.49 -0.086
C -0.2439 0.7153 0.1338 1.36 -0.88 -0.28 -0.316
H 2.8949 -0.1110 0.5516 -2.20 1.56 -2.57 0.196
H 1.1309 -2.1908 -0.5378 0.01 0.60 0.49 0.121
H -2.8143 0.2671 0.5306 -2.77 1.53 2.56 0.073
H 0.2436 2.4394 -0.4172 1.35 0.99 -0.08 0.040
N 1.0149 -0.1039 0.3066 -4.12 -1.45 -0.55 -0.113
N -0.8192 -1.4573 -0.1050 6.24 -2.57 -1.00 0.102
N -1.2240 -0.2863 0.2791 2.72 1.30 1.88 -0.268
N -0.5274 1.8873 -0.1656 -0.80 -0.22 0.36 0.195
O 2.2179 0.2476 -0.1951 3.55 -0.26 1.96 -0.032
O -2.4038 -0.0549 -0.2074 -2.04 0.46 -3.26 0.087
```
Forces are in eV/Å.

Output
total energy = -447.9195 hartree
orbital gap = 0.3214 Eh
energy above the lowest of the compared OMol25 structures with the same formula, charge and spin = 114.8 kcal/mol

Density functional theory data (the ωB97M-V functional and the def2-TZVPD basis) for C17H16N6S3 in the gas phase at a distorted geometry.

Geometry as XYZ:
```
42
Properties=species:S:1:pos:R:3:forces:R:3:lowdin_charge:R:1
C 0.8453 -5.2176 -2.6408 0.01 -0.02 -0.03 -0.033
C 1.0480 -4.5981 -1.2978 -0.09 0.11 0.10 -0.320
N 0.1012 -3.7981 -0.8594 -0.27 -0.20 -0.69 0.188
C 0.2689 -3.2476 0.3276 0.59 0.05 0.78 -0.325
N -0.5181 -2.4257 0.9954 -0.28 0.04 -0.22 0.137
C 0.1536 -2.1951 2.1355 0.24 -0.49 -0.64 -0.699
N 1.3158 -2.8235 2.2512 0.41 0.46 1.14 0.102
N 1.4068 -3.4981 1.1056 -1.02 0.04 -0.94 -0.014
C 2.3927 -4.3096 0.6849 0.29 -0.31 -0.25 -0.223
C 2.2125 -4.8779 -0.5524 0.04 0.14 0.29 0.026
H 2.9625 -5.5397 -0.9538 0.10 -0.05 0.02 0.118
C 3.5584 -4.5086 1.5841 -0.04 0.05 0.04 -0.011
H 3.2185 -4.9070 2.5393 0.03 -0.01 0.06 0.091
H 4.0271 -3.5470 1.7901 0.05 0.02 0.04 0.092
H 4.2823 -5.1842 1.1388 0.00 -0.02 -0.04 0.082
S -0.4652 -1.1852 3.3932 -0.37 0.29 0.44 0.971
C -1.8096 -0.3846 2.4453 0.36 -0.58 0.36 -0.454
C -1.3143 0.7978 1.7138 -0.63 0.92 -0.12 -0.661
N -0.1976 0.8758 1.0919 0.04 -1.64 0.68 0.005
N 0.0298 2.0299 0.4912 0.34 1.33 -0.69 -0.056
C -0.9274 2.8847 0.6377 -0.63 -0.18 0.43 -0.955
S -0.9449 4.4849 0.0026 0.16 0.60 -0.18 0.918
C 0.5407 4.4118 -1.0844 -0.38 -0.09 0.35 -0.390
C 0.2143 3.7398 -2.3766 0.05 -0.06 -0.13 -0.312
C 0.5231 2.3993 -2.5735 0.09 0.04 -0.01 -0.049
C 0.1879 1.7757 -3.7625 -0.02 -0.04 -0.08 -0.078
C -0.4566 2.4829 -4.7630 -0.02 -0.08 -0.06 -0.094
C -0.7687 3.8187 -4.5715 -0.05 0.08 -0.04 -0.087
C -0.4381 4.4433 -3.3832 0.07 -0.07 0.02 -0.058
H -0.6898 5.4831 -3.2288 -0.03 0.12 0.00 0.111
H -1.2733 4.3743 -5.3482 -0.04 0.04 -0.07 0.101
H -0.7183 1.9942 -5.6899 -0.02 -0.04 -0.08 0.099
H 0.4283 0.7326 -3.9050 0.02 -0.09 -0.02 0.103
H 1.0158 1.8467 -1.7881 0.04 -0.02 0.05 0.100
H 1.3053 3.8809 -0.5219 0.07 0.12 -0.06 0.077
H 0.8172 5.4560 -1.2256 0.04 -0.03 0.05 0.080
S -2.2673 2.2821 1.6011 0.94 -0.34 -0.42 1.029
H -2.1688 -1.1439 1.7463 -0.14 0.15 0.10 0.072
H -2.5873 -0.1087 3.1548 0.01 -0.10 0.00 0.071
H 1.6544 -4.9336 -3.3116 0.05 -0.02 -0.09 0.084
H 0.8423 -6.3030 -2.5571 0.01 -0.09 -0.05 0.084
H -0.1014 -4.8838 -3.0534 -0.02 -0.01 -0.03 0.079
```
Forces are in eV/Å.

Output
total energy = -2180.5131 hartree
orbital gap = 0.3265 Eh
energy above the lowest of the compared OMol25 structures with the same formula, charge and spin = 0.0 kcal/mol

Density functional theory data (the ωB97M-V functional and the def2-TZVPD basis) for C5H14N2O in the gas phase at a distorted geometry.

Geometry as XYZ:
```
22
Properties=species:S:1:pos:R:3:forces:R:3:lowdin_charge:R:1
C 0.2852 -0.6403 -0.7803 0.38 0.33 -1.45 -0.217
N -1.1256 -0.8953 -0.6899 0.25 -0.12 0.72 -0.042
C -1.6946 -1.6471 0.3611 -0.26 -0.16 -0.13 -0.296
O -1.8748 -3.0424 0.0718 -0.13 -0.08 -0.03 -0.071
C 0.6574 0.8499 -0.8921 0.37 -0.07 -0.09 -0.421
C 0.0448 1.6619 0.2303 -0.01 0.49 0.02 -0.221
C 0.4612 1.2022 1.6466 0.33 0.59 -0.50 -0.093
N 2.1175 1.0077 -0.9699 -0.19 -0.10 -0.09 0.043
H 0.9068 -1.1171 -0.0286 -0.50 -0.19 0.52 0.115
H 0.6568 -1.0532 -1.7277 0.18 -0.23 -0.01 0.113
H -1.7116 -0.5506 -1.4275 -0.03 -0.07 0.00 0.129
H -1.0695 -1.5812 1.2520 0.13 0.19 0.03 0.113
H -2.6929 -1.2779 0.6045 0.01 0.01 0.02 0.119
H -1.2870 -3.2696 -0.6542 0.07 0.06 0.01 0.071
H 0.2658 1.1633 -1.8709 -0.21 0.28 0.28 0.130
H 0.2483 2.7393 0.1341 0.29 -0.31 -0.22 0.110
H -1.0264 1.6208 0.0742 -0.32 -0.29 0.28 0.092
H 1.1723 1.9349 2.0484 -0.28 -0.13 0.20 0.068
H -0.4168 1.1523 2.2857 0.18 -0.15 0.23 0.070
H 1.0134 0.2600 1.6380 -0.36 -0.10 0.06 0.062
H 2.5644 0.1250 -1.1995 0.07 0.18 0.07 0.064
H 2.5052 1.3574 -0.1061 0.04 -0.11 0.09 0.062
```
Forces are in eV/Å.

Output
total energy = -383.6303 hartree
orbital gap = 0.3538 Eh
energy above the lowest of the compared OMol25 structures with the same formula, charge and spin = 44.2 kcal/mol

Density functional theory data (the ωB97M-V functional and the def2-TZVPD basis) for 2 unconnected molecules or ions with the total composition C6H11N at a distorted geometry.

Geometry as XYZ:
```
18
Properties=species:S:1:pos:R:3:forces:R:3:lowdin_charge:R:1
C -1.9235 -1.0468 -0.1630 -0.03 -0.02 -0.05 -0.110
C -0.8542 -0.2339 0.5540 0.03 -0.01 0.01 -0.237
C 0.4395 -0.0446 -0.1978 -0.01 -0.10 -0.19 -0.384
C 1.5492 0.5813 0.6282 0.03 0.06 -0.02 -0.160
C 0.6527 -0.3794 -1.4679 -0.04 0.01 0.16 0.053
C 2.0207 -0.3875 1.6269 0.28 -0.69 0.68 -0.221
N 2.3417 -1.1967 2.3883 -0.26 0.81 -0.69 0.145
H -2.2104 -0.5849 -1.1139 0.03 -0.06 0.13 0.073
H -2.8220 -1.1199 0.4570 0.12 0.00 -0.10 0.074
H -1.5704 -2.0626 -0.3689 -0.05 0.14 0.01 0.082
H -0.6232 -0.7015 1.5213 -0.02 0.06 -0.13 0.115
H -1.2464 0.7656 0.7982 0.07 -0.13 -0.03 0.106
H 1.1845 1.4733 1.1552 0.04 -0.15 -0.07 0.119
H 2.3915 0.8909 0.0016 -0.12 -0.10 0.08 0.121
H -0.4734 2.8412 -0.6779 -0.02 0.02 -0.06 0.054
H 1.6127 -0.1997 -1.9460 -0.13 -0.03 0.10 0.071
H -0.1154 -0.8487 -2.0754 0.08 0.08 0.11 0.063
H -0.3534 2.2540 -1.1200 -0.01 0.11 0.05 0.038
```
Forces are in eV/Å.

Output
total energy = -289.9108 hartree
orbital gap = 0.4059 Eh
energy above the lowest of the compared OMol25 structures with the same formula, charge and spin = 38.2 kcal/mol

Density functional theory data (the ωB97M-V functional and the def2-TZVPD basis) for C3H3N5 in the gas phase at a distorted geometry.

Geometry as XYZ:
```
11
Properties=species:S:1:pos:R:3:forces:R:3:lowdin_charge:R:1
C -1.4526 -1.5749 1.1862 -0.01 0.88 -2.32 -0.197
C -1.4100 -1.1221 -0.1373 1.36 1.37 -0.54 -0.015
C 1.4182 0.9207 0.3316 1.57 1.12 -2.93 -0.088
N -1.3150 -1.7039 2.3105 -0.07 -0.61 1.53 0.184
N -1.6749 -0.7760 -1.2736 -0.54 -1.95 2.48 0.048
N -0.9937 0.0768 -2.0539 -0.66 0.37 -1.05 -0.043
N 0.0088 0.5537 -1.4230 2.66 0.90 0.95 -0.066
N 0.4031 0.1902 -0.2876 -4.32 -2.28 -1.84 -0.045
H 1.9355 1.4955 -0.4837 -0.02 -0.51 0.91 0.110
H 1.0061 1.6111 0.9561 -1.20 2.00 1.99 0.052
H 2.0746 0.3289 0.8747 1.21 -1.29 0.82 0.062
```
Forces are in eV/Å.

Output
total energy = -389.6992 hartree
orbital gap = 0.3085 Eh
energy above the lowest of the compared OMol25 structures with the same formula, charge and spin = 106.3 kcal/mol

Density functional theory data (the ωB97M-V functional and the def2-TZVPD basis) for 2 unconnected molecules or ions with the total composition C5H8F4N2O at a distorted geometry.

Geometry as XYZ:
```
20
Properties=species:S:1:pos:R:3:forces:R:3:lowdin_charge:R:1
C -0.3342 -1.6867 0.2294 0.27 -1.26 -0.81 -0.082
C -1.8124 -1.3434 -0.1125 4.97 3.77 -1.15 -0.038
C 0.5572 -0.6107 -0.4974 -2.90 -0.91 1.73 -0.253
C -1.0800 0.9102 0.2702 0.10 1.66 -1.25 -0.534
C 1.9580 -0.7514 -0.0932 1.79 1.92 1.73 -0.607
N 0.0410 0.7055 -0.2653 2.44 0.02 0.31 0.134
N -1.3557 2.2243 0.6329 -1.40 -0.62 -0.15 0.142
O -2.0926 0.0811 0.3114 -0.88 -1.88 0.58 0.020
F 2.0299 3.4302 -0.1530 -0.79 -2.16 0.12 -0.134
F 2.6738 0.3455 -0.4636 -0.09 -0.24 -0.17 0.118
F 2.0949 -0.8022 1.2667 -0.14 -0.17 -0.43 0.119
F 2.5858 -1.7917 -0.5878 0.02 -1.00 -0.46 0.182
H -0.0887 -1.7295 1.2802 -0.22 0.29 0.39 0.112
H -0.1098 -2.7494 -0.1560 -0.37 1.57 0.34 0.153
H -1.6700 -1.3236 -1.2057 -1.72 -0.30 0.23 0.138
H -2.5014 -1.8473 0.4192 -2.46 -2.12 0.93 0.088
H 0.5149 -0.8017 -1.5145 0.12 -0.51 -2.28 0.134
H 1.7307 2.4994 -0.1099 0.57 1.88 -0.16 0.079
H -0.7555 2.8521 0.0756 -0.83 -0.25 0.71 0.108
H -2.3860 2.3892 0.6733 1.51 0.29 -0.22 0.120
```
Forces are in eV/Å.

Output
total energy = -779.5428 hartree
orbital gap = 0.3768 Eh
energy above the lowest of the compared OMol25 structures with the same formula, charge and spin = 2.3 kcal/mol